No. 1
ORCA calculation (ωB97M-V/def2-TZVPD) on a cluster of 2 separate species, C5H5NO2 in total.

The geometry in ORCA input format:
```
! wB97M-V def2-TZVPD RIJCOSX def2/J DEFGRID3
* xyz 0 1
C 0.497 -0.591 0.673
C -0.527 -0.427 -0.242
C 0.385 2.528 0.506
C 0.656 -1.325 -0.635
C -1.690 -0.223 -0.822
N 0.823 -0.338 1.817
O -0.260 2.924 1.364
O 1.013 2.161 -0.388
H 0.434 -2.426 -0.797
H 1.211 -1.026 -1.489
H -2.473 0.233 -0.335
H -1.789 -0.749 -1.800
H 1.723 -0.742 2.147
*
```

Summary:
HOMO-LUMO gap ... 9.9413 eV
Energy relative to the best compared isomer or geometry (same formula, charge and spin) ... 2.9674 eV
HOMO level ... -9.888 eV
LUMO level ... 0.002 Eh

=====

No. 2
ORCA calculation (ωB97M-V/def2-TZVPD) on a structure of composition C29H46BrN3P2PdS.

The geometry in ORCA input format:
```
! wB97M-V def2-TZVPD RIJCOSX def2/J DEFGRID3
* xyz 4 5
C 1.313 2.929 -7.077
C 1.988 3.345 -5.892
C 2.986 4.322 -6.089
C 3.247 4.835 -7.375
N 2.601 4.426 -8.465
C 1.647 3.503 -8.320
C 1.720 2.793 -4.556
C 1.514 2.040 -3.593
C 1.457 0.750 -2.999
C 0.277 0.421 -2.214
C -0.078 -1.000 -2.309
C 0.859 -1.982 -2.657
C 2.140 -1.594 -3.098
C 2.376 -0.251 -3.318
Pd 0.499 1.207 -0.156
P -1.539 0.928 1.486
H 3.615 4.676 -5.278
H 0.559 2.145 -7.079
H 4.021 5.591 -7.543
H 1.145 3.210 -9.252
H 3.303 0.012 -3.798
H -0.566 1.159 -2.296
H 2.897 -2.329 -3.342
H -1.103 -1.287 -2.057
C -1.678 0.078 3.140
C -2.051 0.945 4.346
H -0.745 -0.467 3.326
H -2.420 -0.720 2.993
H -2.447 0.292 5.139
H -1.185 1.476 4.776
H -2.856 1.659 4.120
C -1.305 2.745 1.783
C -1.984 3.568 0.692
H -0.209 2.923 1.771
H -1.671 2.986 2.792
H -1.548 4.574 0.711
H -1.800 3.152 -0.307
H -3.064 3.670 0.852
C -3.284 0.786 0.960
C -4.321 1.491 1.834
H -3.490 -0.302 0.940
H -3.347 1.129 -0.080
H -5.250 1.594 1.259
H -4.595 0.919 2.731
H -4.017 2.503 2.132
Br 0.528 -3.753 -2.256
P 1.604 0.114 1.444
C 1.491 1.187 2.938
C 2.328 1.177 4.211
H 0.442 1.032 3.246
H 1.515 2.209 2.529
H 1.827 1.806 4.956
H 2.414 0.197 4.678
H 3.317 1.611 4.049
C 1.572 -1.693 1.751
C 2.843 -2.540 2.015
H 1.078 -2.056 0.837
H 0.840 -1.857 2.555
H 2.555 -3.597 2.124
H 3.574 -2.520 1.193
H 3.349 -2.291 2.960
C 3.074 0.387 0.389
C 4.092 1.373 0.929
H 2.699 0.767 -0.589
H 3.502 -0.599 0.212
H 4.534 1.881 0.067
H 3.654 2.142 1.569
H 4.892 0.868 1.480
S -1.685 -1.779 0.510
C -2.202 -3.266 1.140
N -1.381 -4.350 1.093
C -1.860 -5.733 0.901
C -3.372 -5.817 0.944
C -3.952 -4.807 1.908
N -3.473 -3.477 1.518
H -0.435 -4.166 0.759
H -1.407 -6.314 1.711
H -1.443 -6.109 -0.046
H -3.671 -6.823 1.232
H -3.761 -5.612 -0.055
H -3.589 -5.000 2.924
H -5.046 -4.791 1.895
H -4.059 -2.656 1.646
*
```

Summary:
HOMO-LUMO gap (spin up / spin down) ... 6.8370 / 5.0430 eV
Energy relative to the best compared isomer or geometry (same formula, charge and spin) ... 0.0000 eV
HOMO level (spin up / spin down) ... -17.794 / -18.824 eV
LUMO level (spin up / spin down) ... -0.403 / -0.506 Eh

=====

No. 3
ORCA calculation (ωB97M-V/def2-TZVPD) on a cluster of 2 separate species, C19H23N4O5 in total.

The geometry in ORCA input format:
```
! wB97M-V def2-TZVPD RIJCOSX def2/J DEFGRID3
* xyz -1 1
O -3.829 0.836 1.412
O -0.673 -3.613 -0.862
O 0.084 1.344 -5.286
O -0.521 0.581 -1.450
O 1.795 2.391 -4.330
N 0.006 0.301 5.063
C -3.866 1.659 2.308
C -0.495 -2.664 -1.613
C 1.213 1.366 -4.749
C 0.670 0.444 -1.693
C -1.140 0.948 4.783
C 2.504 -1.687 3.301
C 1.982 -1.698 2.004
C -1.743 0.994 3.507
C 1.820 -1.010 4.320
C 0.782 -1.036 1.729
C -1.088 0.321 2.468
C 0.620 -0.343 4.056
C 0.100 -0.357 2.744
N -2.931 1.738 3.331
N 1.483 1.452 -1.363
N 0.718 -2.109 -1.642
C -5.063 2.591 2.367
C -1.624 -2.228 -2.523
C 2.942 1.522 -1.427
C 1.963 0.034 -4.618
C 1.182 -1.019 -3.821
C 1.231 -0.879 -2.284
H -1.629 1.471 5.599
H 3.434 -2.204 3.518
H 2.503 -2.221 1.208
H 2.212 -0.990 5.329
H 0.363 -1.043 0.727
H -1.466 0.328 1.448
H -3.170 2.395 4.065
H 0.991 2.295 -1.109
H 1.351 -2.572 -1.016
H -5.614 2.433 3.297
H -5.733 2.399 1.524
H -4.728 3.630 2.318
H -1.496 -2.701 -3.493
H -2.569 -2.535 -2.080
H -1.638 -1.151 -2.651
H 3.277 2.457 -0.975
H 3.392 0.687 -0.890
H 3.268 1.521 -2.467
H 2.126 -0.363 -5.623
H 2.950 0.171 -4.170
H 0.150 -1.026 -4.166
H 1.613 -1.990 -4.072
H 2.292 -0.868 -2.050
*
```

Summary:
HOMO-LUMO gap ... 6.4344 eV
Energy relative to the best compared isomer or geometry (same formula, charge and spin) ... 1.4102 eV
HOMO level ... -4.414 eV
LUMO level ... 0.074 Eh

=====

No. 4
ORCA calculation (ωB97M-V/def2-TZVPD) on the ion C3H7NO with charge -1.

The geometry in ORCA input format:
```
! wB97M-V def2-TZVPD RIJCOSX def2/J DEFGRID3
* xyz -1 2
C -2.004 -0.390 0.997
N -1.206 -0.082 -0.231
C 0.095 0.474 0.140
C 1.205 0.059 -0.770
O 2.432 0.016 -0.402
H -1.304 -0.844 1.717
H -2.544 0.437 1.441
H -2.683 -1.189 0.692
H -1.188 -1.009 -0.645
H 0.460 0.371 1.171
H -0.013 1.581 -0.027
H 0.990 0.083 -1.860
*
```

Summary:
HOMO-LUMO gap (spin up / spin down) ... 3.7256 / 7.2611 eV
Energy relative to the best compared isomer or geometry (same formula, charge and spin) ... 0.8559 eV
HOMO level (spin up / spin down) ... 0.533 / -3.141 eV
LUMO level (spin up / spin down) ... 0.157 / 0.151 Eh

=====

No. 5
ORCA calculation (ωB97M-V/def2-TZVPD) on a structure of composition C49H50BF5Ge2IrO3S5.

The geometry in ORCA input format:
```
! wB97M-V def2-TZVPD RIJCOSX def2/J DEFGRID3
* xyz -1 1
Ir -0.203 3.164 -1.898
C 6.539 1.816 -0.757
C 5.474 1.626 0.284
C 5.114 0.351 0.706
C 4.125 0.152 1.655
C 3.779 -1.235 2.126
C 3.468 1.262 2.200
C 3.835 2.556 1.813
C 3.250 3.788 2.454
C 4.826 2.714 0.849
C 2.428 1.066 3.248
C 2.870 0.947 4.564
C 1.975 0.844 5.613
C 0.621 0.851 5.353
C 0.145 0.948 4.049
C 1.045 1.048 2.981
Ge 0.306 1.230 1.114
S -0.159 3.318 0.587
S -1.522 -0.104 0.906
Ge -0.753 -0.321 -1.226
S -1.745 1.270 -2.389
S 1.384 0.229 -0.646
C -0.972 -2.217 -1.890
C -1.697 -3.112 -1.094
C -1.786 -4.456 -1.447
C -1.177 -4.928 -2.588
C -0.504 -4.044 -3.409
C -0.402 -2.688 -3.094
C 0.247 -1.875 -4.157
C 1.635 -1.762 -4.239
C 2.537 -2.383 -3.204
C 2.199 -1.111 -5.328
C 1.415 -0.562 -6.329
C 2.043 0.136 -7.502
C 0.036 -0.700 -6.243
C -0.561 -1.359 -5.182
C -2.055 -1.543 -5.139
C -2.480 -2.717 0.112
C -2.074 -3.144 1.377
C -0.733 -3.800 1.580
C -2.923 -2.969 2.463
C -4.162 -2.364 2.322
C -5.120 -2.255 3.478
C -4.526 -1.894 1.066
C -3.715 -2.073 -0.045
C -4.174 -1.591 -1.395
C -1.333 0.932 3.863
C -2.053 2.124 3.756
C -1.377 3.468 3.796
C -3.439 2.063 3.632
C -4.116 0.856 3.651
C -5.612 0.793 3.498
C -3.385 -0.316 3.809
C -2.005 -0.297 3.915
C -1.233 -1.576 4.076
H 7.284 1.021 -0.710
H 7.029 2.781 -0.636
H 6.080 1.800 -1.743
H 5.618 -0.511 0.283
H 4.343 -1.981 1.568
H 2.714 -1.435 1.993
H 4.007 -1.344 3.188
H 2.539 3.542 3.240
H 2.737 4.393 1.706
H 4.054 4.387 2.885
H 5.097 3.718 0.541
H 3.936 0.968 4.754
H 2.334 0.775 6.632
H -0.099 0.797 6.161
H -2.356 -5.122 -0.810
H -1.247 -5.975 -2.853
H -0.049 -4.391 -4.329
H 2.002 -2.598 -2.281
H 3.363 -1.708 -2.976
H 2.955 -3.318 -3.586
H 3.275 -0.999 -5.366
H 3.049 0.470 -7.252
H 1.453 1.004 -7.795
H 2.106 -0.537 -8.361
H -0.590 -0.277 -7.021
H -2.503 -1.279 -6.096
H -2.491 -0.901 -4.371
H -2.314 -2.575 -4.897
H -0.015 -3.460 0.836
H -0.817 -4.887 1.499
H -0.349 -3.565 2.573
H -2.606 -3.332 3.436
H -4.621 -2.457 4.426
H -5.926 -2.984 3.361
H -5.573 -1.264 3.518
H -5.482 -1.395 0.945
H -5.251 -1.429 -1.399
H -3.919 -2.308 -2.177
H -3.687 -0.643 -1.643
H -0.431 3.424 4.333
H -2.027 4.200 4.277
H -1.169 3.813 2.782
H -3.991 2.991 3.531
H -6.058 1.783 3.584
H -6.053 0.139 4.253
H -5.866 0.389 2.515
H -3.904 -1.267 3.841
H -1.910 -2.429 4.078
H -0.659 -1.578 5.004
H -0.529 -1.694 3.249
F 3.383 5.393 -3.713
C 2.341 4.656 -4.120
F 1.227 5.366 -3.890
F 2.458 4.502 -5.443
S 2.286 3.019 -3.223
O 1.052 2.425 -3.724
O 3.512 2.403 -3.624
O 2.183 3.442 -1.833
F -2.391 5.014 -3.145
B -1.470 4.865 -2.181
F -1.362 6.007 -1.486
*
```

Summary:
HOMO-LUMO gap ... 7.0592 eV
HOMO level ... -5.231 eV
LUMO level ... 0.067 Eh

=====

No. 6
ORCA calculation (ωB97M-V/def2-TZVPD) on the molecule C4H5NO2.

The geometry in ORCA input format:
```
! wB97M-V def2-TZVPD RIJCOSX def2/J DEFGRID3
* xyz 0 1
O 1.609 1.618 1.141
C 1.784 0.554 0.604
C 0.662 -0.215 -0.100
O 1.000 -0.897 -1.166
N -0.187 -1.083 0.636
C -1.388 -0.777 -0.132
C -0.759 0.607 -0.271
H 2.774 0.061 0.564
H -2.271 -0.908 0.499
H -1.502 -1.327 -1.064
H -0.747 1.077 -1.256
H -0.976 1.292 0.545
*
```

Summary:
HOMO-LUMO gap (spin up / spin down) ... 8.8574 / 7.3333 eV
Energy relative to the best compared isomer or geometry (same formula, charge and spin) ... 5.8893 eV
HOMO level (spin up / spin down) ... -9.864 / -9.698 eV
LUMO level (spin up / spin down) ... -0.037 / -0.087 Eh

=====

No. 7
ORCA calculation (ωB97M-V/def2-TZVPD) on a structure of composition C10H8ClNO.

The geometry in ORCA input format:
```
! wB97M-V def2-TZVPD RIJCOSX def2/J DEFGRID3
* xyz 0 1
C 2.722 0.935 -0.372
C 1.915 2.012 -0.256
C 2.180 -0.381 -0.528
C 0.515 1.794 0.140
C 0.877 -0.593 -0.309
C 0.047 0.491 0.023
C -0.823 -2.277 0.298
C -1.739 -1.426 0.765
C 0.290 -1.946 -0.554
C -1.791 -0.004 0.174
N -2.622 0.907 0.846
O 0.724 -2.647 -1.438
Cl -2.484 -0.077 -1.488
H 3.800 1.029 -0.518
H 2.285 2.991 -0.257
H 2.831 -1.200 -0.716
H -0.058 2.624 0.076
H -0.810 -3.278 0.656
H -2.635 -1.772 1.324
H -2.891 1.735 0.320
H -2.332 1.085 1.814
*
```

Summary:
HOMO-LUMO gap ... 8.9970 eV
Energy relative to the best compared isomer or geometry (same formula, charge and spin) ... 1.4216 eV
HOMO level ... -9.275 eV
LUMO level ... -0.010 Eh

=====

No. 8
ORCA calculation (ωB97M-V/def2-TZVPD) on a cluster of 5 separate species, C19H32O12S in total.

The geometry in ORCA input format:
```
! wB97M-V def2-TZVPD RIJCOSX def2/J DEFGRID3
* xyz 0 1
C 16.213 -16.594 19.393
C 16.283 -16.988 20.866
C 17.739 -17.052 21.414
O 17.629 -16.518 22.734
C 16.426 -15.966 22.884
O 16.086 -15.395 23.869
O 15.723 -15.978 21.728
H 16.563 -15.594 19.175
H 15.167 -16.742 19.127
H 16.777 -17.303 18.786
H 15.864 -17.923 21.249
H 18.395 -16.398 20.836
H 18.106 -18.074 21.377
C 13.934 -12.931 23.069
C 12.761 -11.937 23.052
C 12.550 -11.185 21.753
O 11.284 -11.610 21.274
C 10.747 -12.498 22.127
O 9.710 -13.066 21.980
O 11.528 -12.633 23.197
H 14.852 -12.389 22.843
H 13.739 -13.748 22.379
H 13.978 -13.259 24.105
H 12.840 -11.259 23.904
H 13.393 -11.265 21.053
H 12.528 -10.087 21.755
C 19.654 -9.614 17.007
C 19.589 -10.341 18.379
C 18.149 -10.672 18.872
O 18.311 -11.995 19.410
C 19.439 -12.526 18.901
O 19.810 -13.619 19.184
O 19.963 -11.673 18.008
H 20.565 -9.767 16.438
H 19.687 -8.552 17.296
H 18.730 -9.704 16.443
H 20.213 -9.929 19.173
H 17.437 -10.528 18.060
H 17.900 -9.986 19.682
C 15.070 -13.177 19.574
C 14.078 -13.906 18.745
O 14.429 -14.500 17.744
C 12.610 -13.720 19.031
H 14.771 -13.025 20.617
H 15.292 -12.182 19.196
H 16.004 -13.711 19.746
H 12.168 -14.189 19.909
H 11.981 -13.989 18.183
H 12.514 -12.628 19.082
C 13.242 -11.005 13.903
C 13.928 -9.615 14.021
C 14.368 -9.401 15.430
S 14.878 -11.102 16.058
O 14.218 -11.422 17.290
O 16.325 -11.228 15.979
C 14.173 -11.939 14.658
H 13.194 -11.346 12.871
H 12.251 -11.122 14.340
H 13.122 -8.907 13.816
H 14.808 -9.485 13.393
H 13.559 -9.116 16.104
H 15.289 -8.880 15.680
H 13.853 -12.949 14.936
H 14.982 -12.303 14.014
*
```

Summary:
HOMO-LUMO gap ... 9.6328 eV
Energy relative to the best compared isomer or geometry (same formula, charge and spin) ... 0.0000 eV
HOMO level ... -9.408 eV
LUMO level ... 0.008 Eh

=====

No. 9
ORCA calculation (ωB97M-V/def2-TZVPD) on a structure of composition C46H50AsAuNO3.

The geometry in ORCA input format:
```
! wB97M-V def2-TZVPD RIJCOSX def2/J DEFGRID3
* xyz 1 3
Au 12.651 10.130 15.478
O 12.419 10.002 13.378
C 11.351 9.219 12.866
C 11.319 7.815 13.506
C 10.869 7.612 14.881
C 9.996 6.538 15.181
C 9.586 6.328 16.517
C 9.968 7.220 17.468
C 10.707 8.361 17.034
C 11.082 9.443 18.070
C 12.545 9.492 18.464
O 13.372 10.132 17.499
C 12.820 10.200 19.782
C 13.893 11.033 19.951
C 14.316 11.613 21.158
C 13.485 11.335 22.262
C 12.301 10.593 22.086
C 11.951 10.048 20.897
C 13.070 7.990 18.607
C 13.796 7.395 17.599
C 14.128 6.072 17.634
C 13.816 5.305 18.721
C 13.047 5.805 19.755
C 12.715 7.187 19.714
N 11.132 8.550 15.824
C 10.063 10.030 12.931
C 10.084 11.345 12.504
C 8.936 12.106 12.350
C 7.746 11.546 12.681
C 7.615 10.255 13.138
C 8.788 9.528 13.267
C 11.728 8.873 11.449
C 13.051 8.743 11.005
C 13.328 8.424 9.680
C 12.308 8.082 8.832
C 10.997 8.070 9.264
C 10.711 8.463 10.555
H 12.288 7.323 13.406
H 10.673 7.226 12.805
H 9.691 5.890 14.345
H 9.017 5.434 16.712
H 9.607 7.263 18.490
H 10.493 9.400 18.972
H 10.859 10.354 17.600
H 14.401 11.296 19.031
H 15.224 12.247 21.119
H 13.840 11.477 23.311
H 11.524 10.435 22.849
H 10.968 9.687 20.837
H 14.157 8.062 16.778
H 14.564 5.599 16.776
H 14.198 4.309 18.868
H 12.701 5.211 20.610
H 12.128 7.531 20.562
H 11.074 11.889 12.336
H 8.901 13.135 12.096
H 6.872 12.147 12.524
H 6.679 9.759 13.361
H 8.633 8.493 13.644
H 13.806 9.142 11.673
H 14.443 8.308 9.480
H 12.503 7.798 7.820
H 10.170 7.910 8.598
H 9.714 8.584 10.859
C 14.889 12.751 16.710
As 14.706 11.413 15.300
C 15.142 12.354 13.691
C 16.306 10.228 15.527
C 16.598 9.227 14.397
C 15.547 8.316 14.059
C 15.746 7.371 13.062
C 16.951 7.451 12.352
C 17.940 8.364 12.660
C 17.812 9.275 13.707
H 15.826 13.261 16.550
H 14.978 12.325 17.679
H 14.036 13.395 16.629
H 16.126 12.875 13.864
H 14.330 13.045 13.510
H 15.285 11.687 12.869
H 16.004 9.750 16.480
H 17.138 10.891 15.785
H 14.574 8.395 14.516
H 15.015 6.624 12.812
H 17.204 6.674 11.651
H 18.893 8.313 12.180
H 18.551 10.016 13.942
C 10.621 13.457 14.915
C 10.814 14.098 16.327
O 11.418 13.161 17.234
C 12.099 13.739 18.308
C 11.134 13.859 19.475
H 10.087 14.196 14.272
H 10.001 12.502 14.979
H 11.605 13.208 14.530
H 9.857 14.336 16.791
H 11.455 14.950 16.265
H 12.599 14.703 18.066
H 12.813 13.042 18.603
H 10.258 14.410 19.118
H 11.543 14.291 20.351
H 10.670 12.901 19.747
*
```

Summary:
HOMO-LUMO gap (spin up / spin down) ... 8.0268 / 4.8498 eV
HOMO level (spin up / spin down) ... -10.262 / -11.011 eV
LUMO level (spin up / spin down) ... -0.082 / -0.226 Eh

=====

| no. | electronic energy (Ha) | molar mass (u) |
| --- | --- | --- |
| 1 | -398.66942 | 111.100 |
| 2 | -5077.99422 | 717.047 |
| 3 | -1333.16806 | 387.416 |
| 4 | -248.42485 | 73.095 |
| 5 | -8896.58610 | 1290.510 |
| 6 | -360.45299 | 99.089 |
| 7 | -975.97247 | 193.633 |
| 8 | -2044.22413 | 484.520 |
| 9 | -4434.40091 | 936.799 |